No. 1
Density functional theory data (the ωB97M-V functional and the def2-TZVPD basis) for 16 unconnected molecules or ions with the total composition C28H87N23O20.

Positions of all 158 atoms, in Å:
O 4.2148 -3.2224 -8.4778
O 3.8603 7.5166 4.5156
O -0.5767 -8.0817 2.4997
O 4.9042 5.0636 5.2322
O 8.6939 -2.6625 -1.1268
O -4.4064 -0.5038 7.7829
O -7.1400 -5.8733 2.3557
O 1.7389 -2.2695 8.7076
O -2.0978 7.7308 6.2220
O 3.6659 4.0092 -6.9707
O -7.7900 -3.6796 0.2361
O -4.8987 -3.2998 -5.7973
O -4.0672 4.3878 -5.3137
O -1.1602 10.4547 0.2027
O 8.1554 4.2029 -3.6442
O -2.9487 -9.7405 3.1831
O -0.9029 -2.0117 0.4127
O 7.3272 -8.1837 -4.0718
O 0.5902 9.0905 -1.8292
O -10.5440 1.2003 -1.4516
N 3.2710 -1.2796 -8.3954
N -4.1107 -2.6050 7.1061
N 2.5966 -0.2968 9.2665
N -6.0437 -1.8681 7.3637
N 3.3232 5.9700 -5.8592
N -5.4207 2.7835 -6.0711
N -4.1665 -5.3798 -6.2262
N 7.7625 2.0676 -3.6923
N 9.2995 2.7247 -2.3455
N -0.9729 5.8435 6.7610
N -11.8979 2.6836 -0.5024
N 2.0655 -1.7049 10.8967
N 6.7193 -8.4368 -6.1708
N -5.4635 -5.1471 -4.6118
N 5.4413 -1.3817 -8.6006
N 8.7385 -2.6990 1.1017
N 6.0516 -6.6698 -5.0440
N 8.1097 -4.4636 0.0654
N -3.0434 5.7044 6.2494
N -3.8907 2.3102 -4.7541
N -9.7511 3.0466 -0.6856
N 1.6609 4.9498 -6.6763
N -0.2862 -0.8834 -0.1426
C -1.7478 -9.7667 3.9295
C -4.8887 -4.5090 -5.6062
C -2.0197 6.5040 6.3433
C 8.5510 -3.2681 -0.0918
C -1.8244 0.6914 0.9861
C -1.1035 -8.3580 3.8280
C -7.6147 -6.0469 1.1374
C -10.7411 2.2629 -0.9433
C 2.9533 4.9186 -6.5517
C 1.3081 0.1529 -1.8716
C 0.4106 -2.0839 -2.2911
C -8.5566 -4.8150 0.7555
C -0.8003 8.8829 -1.6679
C 0.8613 -1.0927 -1.1417
C -1.2035 9.1400 -0.1807
C -4.4875 3.2657 -5.3567
C 4.9660 6.0525 6.1692
C 0.3136 1.5702 -0.1336
C 2.0595 -1.6332 -0.3580
C -4.8279 -1.5676 7.4535
C 4.9552 7.4019 5.3977
C -0.3302 0.3362 0.6468
C 8.4274 3.0796 -3.2509
C 4.3218 -2.0293 -8.5162
C 1.6271 1.3142 -0.9373
C 6.7566 -7.7782 -5.0530
C 0.4786 0.1403 1.9070
C 2.0788 -1.4648 9.5384
H -3.5275 -5.2638 -6.9997
H 4.1421 5.9116 6.8689
H 9.2066 1.7532 -2.0855
H -6.8088 -6.1140 0.4065
H 0.3553 -0.7968 2.4499
H -6.6620 -1.2813 7.9053
H -7.8664 -6.1405 2.9236
H 5.9259 7.5788 4.9345
H 1.0425 5.6435 -6.2809
H 7.1882 -9.3223 -6.0435
H 9.8026 3.3267 -1.7094
H 5.2106 -0.4369 -8.8731
H -1.9154 -9.9835 4.9844
H -1.7883 1.6926 1.4156
H -9.1613 -5.1156 -0.1001
H 4.2655 5.3654 4.5821
H 4.3267 6.0358 -5.7660
H 1.5569 0.0901 1.7562
H 5.9534 -6.1225 -4.2008
H 0.3300 0.9622 2.6075
H -6.2638 -2.8413 7.2064
H 8.0696 -4.6518 1.0569
H -4.0696 1.3172 -4.7998
H -3.1184 -2.4168 7.1169
H -2.4385 0.7592 0.0881
H 9.2307 -1.8172 1.1161
H 1.2089 4.1860 -7.1584
H -1.0644 -10.5064 3.5124
H 0.6713 2.4016 0.4737
H 3.5374 -0.3059 -8.4285
H 6.3384 -1.8300 -8.4810
H -1.3929 9.5112 -2.3328
H -5.7525 3.5871 -6.5851
H -3.0782 2.5937 -4.2252
H -0.2362 -2.8083 -1.7963
H -4.3187 -6.3586 -6.0289
H -0.2512 -8.2489 4.4986
H -2.1358 8.6967 0.1690
H -4.6473 -3.3172 6.6319
H -0.3412 -1.6340 -2.9396
H 2.8232 0.0446 8.3434
H -5.9039 -4.6788 -3.8329
H 8.6980 -3.1802 1.9888
H 5.9392 6.0436 6.6600
H -2.8924 4.7684 6.5975
H -1.0694 7.8277 -1.7145
H 2.6467 6.6436 -5.5293
H -0.5257 2.0121 -0.6707
H -1.7510 -7.5606 4.1927
H -1.8321 -1.9086 0.1946
H 2.6684 -0.9228 0.2011
H -3.2791 -8.8414 3.2462
H -8.8734 2.6187 -0.9437
H 1.1923 -2.5880 -2.8593
H -12.7813 2.2558 -0.7404
H 8.1531 -5.1568 -0.6678
H 3.8581 8.3919 4.1214
H -11.9571 3.5814 -0.0436
H 7.8101 1.0943 -3.4268
H 4.8504 8.1759 6.1579
H 2.3603 -1.6728 -8.2050
H 1.6298 -2.5244 11.2951
H 7.1668 2.4435 -4.4161
H 1.7347 -2.4438 0.2944
H -0.9484 4.9515 7.2341
H 2.7655 -2.0260 -1.0898
H 6.0564 -8.2690 -6.9141
H 0.7301 9.9857 -1.5119
H -9.1992 -4.4189 1.5419
H -5.3845 -6.1496 -4.5177
H 5.5158 -6.3474 -5.8371
H -0.5792 8.4615 0.4007
H 2.2430 -0.9175 11.5038
H -8.2000 -6.9562 1.0006
H -2.1950 -0.0101 1.7334
H -8.4534 -3.0508 -0.0574
H -0.1059 6.3344 6.5954
H -0.2401 10.6942 0.3356
H 2.8207 0.3514 10.0080
H 0.5160 0.4676 -2.5511
H -5.8108 1.8601 -5.9483
H -0.9079 -7.2284 2.2102
H 2.2166 -0.0688 -2.4315
H 2.4558 1.1026 -0.2616
H -3.9699 6.0291 6.0119
H 1.7806 2.2570 -1.4624
H -9.8297 3.7299 0.0540

Results
calculated total energy: -3883.196257 Eh
largest force on an atom: 0.154 hartree/bohr
highest occupied orbital energy: -0.2834 Ha

Results of the Löwdin charge analysis, in e, for atoms 1 through 2: number 1, O, carries 0.030; number 2, O, carries -0.062



No. 2
Density functional theory data (the ωB97M-V functional and the def2-TZVPD basis) for 13 unconnected molecules or ions with the total composition C28H87N5O13.

Positions of all 133 atoms, in Å:
O -13.7374 -1.3397 16.2798
O -16.6333 -7.7890 11.7832
O -20.2492 -4.7884 16.7549
O -14.7902 -8.7734 17.3294
O -12.3310 -12.6407 18.5696
O -17.7532 -9.5800 18.4896
O -17.0225 -2.4864 17.1327
O -20.1262 -7.6987 23.5008
O -9.7733 -7.9927 16.9164
O -15.1592 -13.1144 19.1640
O -15.6166 -11.8354 12.4281
O -20.1297 -8.1595 14.5772
O -17.2919 -4.2762 22.5270
N -8.3716 -10.1417 16.2498
N -23.7182 -4.6710 16.2647
N -15.8335 -5.3238 16.2949
N -20.4488 -8.4966 19.9163
N -13.1690 -6.5152 10.8060
C -16.4284 -6.6418 18.3332
C -14.9946 -7.6732 16.4290
C -9.7228 -10.5524 14.2868
C -17.9999 -7.4091 11.6084
C -16.1794 -4.6208 21.7372
C -19.7248 -8.1414 21.1528
C -20.9843 -7.6319 24.6734
C -17.4088 -2.1464 18.4812
C -21.4462 -5.0847 16.0496
C -20.7611 -8.0235 22.3046
C -18.2161 -10.6841 17.7363
C -23.0630 -6.4678 17.6333
C -15.6444 -6.9259 11.2514
C -18.9431 -6.8954 20.8884
C -15.5629 -12.0581 19.9535
C -13.3813 -2.7274 16.3858
C -10.4332 -8.8792 16.0208
C -10.7115 -7.2541 17.6910
C -14.1644 -7.3669 11.4825
C -13.7788 -7.3657 12.9741
C -15.3386 -6.3632 17.2255
C -22.6281 -5.1760 17.0105
C -9.2663 -9.5323 15.2612
C -14.3217 -9.9951 16.6814
C -11.1880 -11.9043 18.2840
C -19.1106 -4.8215 15.9897
C -16.5577 -11.2349 13.2698
C -18.9181 -8.7246 14.7204
H -15.0313 -10.3646 15.9412
H -13.6834 -2.9017 17.4185
H -14.6968 -11.6499 20.4746
H -7.4437 -10.3557 15.9132
H -17.2914 -1.7206 16.6200
H -15.8762 -11.2466 19.2967
H -10.1618 -9.9918 13.4615
H -15.1786 -12.5198 12.9392
H -21.5408 -8.5553 24.8336
H -18.5499 -6.5508 21.8448
H -12.3366 -3.0354 16.3440
H -14.4129 -5.9993 17.6714
H -19.6322 -6.1384 20.5138
H -18.2136 -7.2935 10.5459
H -20.9795 -7.7240 19.5401
H -24.5748 -4.5449 16.7848
H -16.0035 -7.3472 19.0472
H -14.3277 -12.8612 18.7564
H -10.1427 -6.7930 18.4985
H -18.9685 -9.7700 15.0245
H -23.5315 -3.6973 16.0715
H -11.1175 -6.4266 17.1092
H -16.7837 -5.6825 18.7096
H -15.7701 -8.0035 15.7378
H -11.0142 -9.6601 16.5116
H -17.3593 -3.0048 19.1511
H -23.1185 -7.2818 16.9104
H -21.7506 -6.8758 24.8445
H -21.4513 -8.8630 22.3878
H -16.7907 -10.2556 12.8519
H -21.3980 -6.0403 15.5274
H -11.5735 -7.8068 18.0645
H -16.7950 -9.6094 18.4389
H -14.4110 -7.9650 13.6293
H -21.5557 -4.2868 15.3151
H -18.1544 -11.6735 18.1895
H -21.4707 -7.2415 22.0341
H -11.0596 -8.3899 15.2750
H -17.4508 -11.8084 13.5181
H -20.6220 -8.5260 13.8390
H -8.2712 -9.5027 17.0254
H -14.6024 -1.1389 16.6446
H -19.1662 -4.2838 15.0432
H -18.6603 -8.2110 11.9386
H -18.3129 -8.6956 13.8143
H -8.8481 -11.0888 13.9188
H -15.9953 -5.6680 21.9769
H -16.6877 -5.7014 15.9104
H -16.0518 -4.4296 16.7107
H -13.7854 -6.3564 13.3857
H -16.6187 -4.5001 20.7469
H -18.3168 -1.5545 18.5967
H -19.7362 -8.6031 19.2085
H -12.8362 -7.8255 13.2709
H -16.6332 -1.5823 18.9992
H -17.3264 -4.9990 23.1580
H -12.3372 -6.5750 11.3757
H -11.1564 -11.6737 17.2191
H -16.3192 -12.3406 20.6858
H -14.0060 -8.3756 11.1011
H -13.3916 -9.8769 16.1255
H -18.3212 -4.4277 16.6299
H -20.4062 -7.5054 25.5888
H -15.8217 -5.9431 11.6883
H -13.5076 -5.5723 10.9338
H -17.2213 -7.2120 17.8493
H -11.2909 -10.9386 18.7788
H -18.8141 -5.8582 15.8301
H -19.1212 -9.0441 21.2478
H -14.1628 -10.8192 17.3769
H -14.0423 -7.3944 15.9779
H -15.8263 -6.8797 10.1777
H -18.1803 -7.0502 20.1254
H -8.6421 -8.7335 14.8605
H -15.3968 -3.8827 21.9131
H -24.0749 -6.4536 18.0382
H -16.0262 -11.0025 14.1927
H -17.7460 -10.8765 16.7720
H -18.1128 -6.5188 12.2272
H -19.2750 -10.6642 17.4785
H -18.2372 -8.1491 15.3476
H -10.4294 -11.3133 14.6182
H -10.3150 -12.3958 18.7134
H -22.3774 -6.9337 18.3411
H -22.5573 -4.4233 17.7956
H -13.9245 -3.2281 15.5844
H -11.9671 -13.5075 18.7642

Results
ΔE to the lowest compared entry with this formula, charge and spin: 737.7 kJ/mol
calculated total energy: -2370.516430 Eh
largest force on an atom: 0.065 hartree/bohr
highest occupied orbital energy: -0.3253 Ha

Results of the Löwdin charge analysis, in e, for atoms 1 through 2: number 1, O, carries -0.144; number 2, O, carries -0.221



Q: The lowest highest occupied orbital energy belongs to which entry?
A: C28H87N5O13



Q: Among the records above, which one has the highest largest force on an atom?
A: C28H87N23O20



Q: What is the largest force on an atom in the first record?
A: 0.154 hartree/bohr



Q: Which formula does entry 1 have?
A: C28H87N23O20